Density functional theory data (wB97M-V/def2-TZVPD) for a 8-piece molecular cluster, C43H77N14O3 overall.

Calculated total energy = -2674.481056 Ha
Charge = +6
2S+1 = 2
HOMO (alpha / beta) = -22.1 / -22.1 eV
Orbital gap (alpha / beta) = 9.47 / 6.77 eV

Positions of all 137 atoms, in Å:
N1 -21.124 8.648 -4.279
H1 -19.493 7.419 -5.007
H2 -17.973 -0.308 -9.377
C1 -11.089 11.744 -8.291
C2 -16.287 9.818 -1.367
C3 -14.014 8.548 -5.362
C4 -13.605 11.674 -7.888
H3 -10.112 10.024 -7.109
H4 -16.399 10.550 -7.140
H5 -17.719 2.390 -3.821
C5 -11.269 6.881 -7.879
H6 -10.893 10.565 -3.630
C6 -12.595 11.979 -3.044
C7 -16.220 4.745 -9.571
H7 -17.137 9.312 -4.387
H8 -17.283 12.141 -3.374
O1 -17.697 8.231 -6.313
C8 -19.868 7.529 -10.882
H9 -16.917 12.486 -0.399
H10 -19.344 5.459 -11.028
H11 -19.351 5.920 -9.335
H12 -21.233 6.777 -8.023
H13 -16.454 12.098 -8.084
C9 -16.900 7.429 -6.759
H14 -22.422 8.933 -10.661
C10 -19.944 10.761 -7.157
N2 -12.435 11.195 -8.480
H15 -20.917 5.683 -10.285
H16 -16.961 3.803 -3.454
H17 -12.280 7.099 -7.536
N3 -21.351 7.292 -6.066
H18 -18.020 5.865 -1.475
H19 -22.283 10.697 -8.478
C11 -12.792 10.080 -9.240
H20 -12.712 12.599 -3.932
H21 -10.872 7.747 -8.410
H22 -19.348 10.252 -6.399
C12 -16.019 12.358 -1.004
N4 -16.697 8.958 -2.380
C13 -12.576 8.239 -3.682
C14 -12.789 5.410 -10.871
H23 -18.951 6.662 -2.482
H24 -18.445 3.955 -4.336
H25 -20.523 7.644 -11.745
H26 -16.485 7.150 -3.349
C15 -16.653 7.528 -2.341
N5 -16.367 11.169 -1.816
H27 -12.175 12.686 -2.329
H28 -19.664 8.712 -2.755
H29 -14.540 8.296 -6.271
H30 -15.936 13.127 -1.772
H31 -21.075 9.830 -2.599
N6 -12.589 9.610 -3.989
H32 -20.859 11.103 -6.673
H33 -19.729 -0.034 -9.228
H34 -16.298 3.669 -9.722
H35 -18.450 7.490 -1.041
H36 -10.618 11.658 -9.270
H37 -14.033 10.779 -5.187
H38 -10.802 11.273 -6.165
H39 -14.063 5.206 -7.833
H40 -18.546 8.870 -8.815
H41 -15.784 2.568 -5.255
H42 -18.732 -0.966 -7.972
C16 -21.582 4.976 -6.810
H43 -12.158 7.819 -2.779
C17 -17.002 11.164 -3.011
O2 -16.608 6.455 -6.108
H44 -16.226 4.150 -5.863
H45 -10.693 6.113 -9.619
N7 -17.429 2.662 -6.650
C18 -18.080 6.881 -1.866
H46 -18.337 4.410 -7.494
H47 -17.073 0.578 -6.413
H48 -9.275 11.495 -7.076
H49 -11.759 10.144 -2.254
C19 -13.526 6.214 -4.693
C20 -17.531 3.365 -4.273
N8 -14.677 10.818 -8.325
N9 -18.413 1.189 -8.014
H50 -13.172 5.673 -3.816
C21 -16.084 11.073 -8.042
C22 -21.585 9.080 -9.994
H51 -18.789 7.639 -10.995
H52 -19.561 2.460 -9.253
C23 -18.793 -0.138 -8.679
H53 -11.173 12.805 -8.055
C24 -13.875 5.316 -8.891
H54 -13.722 12.473 -7.170
C25 -13.699 9.805 -4.861
C26 -10.290 11.099 -7.112
C27 -19.886 6.035 -10.278
H55 -17.034 5.262 -10.079
C28 -18.275 3.332 -7.492
C29 -14.196 5.096 -11.108
N10 -14.844 5.141 -9.851
C30 -20.990 6.339 -7.055
C31 -22.430 8.816 -4.738
O3 -16.478 7.647 -7.948
H56 -16.687 10.553 -8.786
C32 -18.903 2.449 -8.397
C33 -11.310 5.654 -8.846
H57 -14.538 5.981 -5.025
C34 -22.571 7.848 -5.765
C35 -16.632 3.189 -5.546
H58 -13.557 11.688 -2.620
H59 -14.725 4.853 -12.018
H60 -15.707 9.551 -0.495
N11 -13.339 7.622 -4.527
H61 -15.191 12.221 -0.309
H62 -10.963 4.663 -8.554
H63 -16.311 5.023 -8.521
C36 -20.520 7.727 -5.136
H64 -10.791 6.767 -6.906
H65 -15.862 7.114 -1.715
H66 -12.861 5.840 -5.472
N12 -12.611 5.492 -9.509
N13 -20.327 8.523 -9.960
N14 -20.356 9.985 -8.312
H67 -23.443 7.650 -6.370
C37 -14.144 9.746 -9.061
C38 -19.598 9.062 -8.963
C39 -21.556 10.025 -8.908
H68 -19.874 10.235 -3.758
H69 -21.638 4.463 -7.771
H70 -11.955 5.582 -11.535
C40 -17.612 1.379 -6.896
H71 -14.817 9.020 -9.493
C41 -20.349 9.380 -3.276
H72 -22.551 4.863 -6.324
H73 -19.452 11.672 -7.499
H74 -19.910 6.195 -7.060
C42 -11.904 10.615 -3.226
H75 -20.898 4.389 -6.197
H76 -23.126 9.481 -4.248
H77 -12.088 9.531 -9.849
C43 -17.074 9.820 -3.436

***

Density functional theory data (wB97M-V/def2-TZVPD) for a 12-piece molecular cluster, C43H78BN5O15 overall.

Calculated total energy = -3112.235845 Ha
Charge = -2
2S+1 = 1
HOMO = 1.3 eV
Orbital gap = 1.28 eV

Positions of all 142 atoms, in Å:
H1 25.265 -29.028 27.284
H2 38.547 -30.191 17.945
N1 30.635 -28.250 19.097
H3 19.911 -23.675 22.951
O1 25.741 -25.219 30.694
C1 27.028 -30.561 25.029
C2 32.532 -22.299 28.648
H4 31.840 -22.113 27.826
H5 34.776 -25.942 14.777
C3 29.789 -30.180 18.385
C4 30.005 -28.845 20.141
H6 32.670 -24.775 33.042
H7 24.860 -23.354 30.455
C5 25.738 -29.305 26.354
H8 28.321 -17.116 20.762
H9 32.682 -23.033 32.844
H10 34.967 -26.004 33.816
C6 28.573 -17.892 21.485
H11 30.848 -27.430 32.399
C7 20.748 -25.160 24.116
O2 32.323 -21.385 22.533
H12 21.339 -25.387 25.004
C8 33.742 -24.053 31.265
H13 24.863 -28.064 24.672
C9 40.056 -21.677 19.862
H14 27.011 -30.832 27.102
H15 34.549 -22.860 28.833
O3 27.963 -24.375 26.260
H16 24.212 -24.382 31.633
H17 41.119 -21.777 20.026
H18 36.940 -22.623 20.031
H19 39.311 -23.630 20.662
H20 35.249 -27.260 15.763
H21 26.251 -29.630 23.146
H22 34.457 -24.875 31.259
H23 28.909 -17.429 22.412
H24 29.945 -28.307 21.075
H25 33.941 -25.319 28.979
H26 37.823 -27.674 21.202
H27 35.029 -22.952 33.200
H28 35.445 -27.949 20.197
O4 26.211 -23.684 23.925
C10 28.352 -24.128 25.125
C11 39.378 -20.594 19.392
B1 29.703 -23.470 23.419
H29 27.375 -19.200 22.495
C12 20.168 -23.797 24.003
H30 22.748 -24.181 29.305
H31 21.979 -23.183 24.181
C13 29.430 -30.007 19.730
O5 28.278 -23.386 22.928
C14 39.146 -22.630 20.290
C15 30.508 -29.071 18.046
C16 38.503 -28.918 19.621
H32 26.959 -19.760 26.555
H33 25.971 -25.285 29.764
C17 27.312 -18.665 21.547
H34 25.555 -26.548 20.291
H35 24.800 -20.754 26.331
H36 31.150 -25.026 31.542
H37 34.130 -23.066 31.012
H38 36.794 -24.598 15.738
H39 19.986 -25.940 24.094
O6 30.498 -24.291 22.497
C18 31.583 -25.365 30.600
H40 30.225 -27.808 30.842
C19 31.869 -22.878 29.932
H41 23.653 -25.194 19.352
H42 26.112 -25.080 19.417
C20 24.238 -25.897 18.758
C21 32.187 -26.753 30.746
H43 33.151 -26.674 31.248
C22 33.643 -23.187 28.323
H44 21.508 -25.300 23.347
C23 35.504 -25.078 33.607
H45 26.084 -17.419 20.768
H46 23.677 -26.831 18.799
N2 37.621 -28.218 20.375
O7 21.113 -22.843 24.417
H47 29.562 -31.044 17.778
O8 23.949 -19.014 26.946
H48 30.795 -25.377 29.848
C24 37.982 -29.575 18.629
C25 31.542 -23.672 22.097
H49 23.241 -25.845 29.628
H50 30.835 -23.167 29.743
H51 39.735 -19.648 19.013
O9 37.359 -26.237 14.783
O10 26.342 -26.760 18.407
C26 25.486 -28.859 25.055
H52 32.522 -27.136 29.782
H53 19.230 -23.709 24.551
C27 33.287 -23.933 32.728
N3 32.569 -24.276 30.200
O11 30.346 -22.157 23.352
C28 31.161 -27.702 31.391
N4 38.040 -20.924 19.323
H54 38.271 -25.938 14.796
H55 33.685 -23.187 27.233
H56 35.876 -29.765 18.125
C29 33.147 -24.585 28.841
C30 25.617 -26.047 19.326
C31 27.427 -23.822 23.900
C32 24.860 -20.060 27.169
H57 37.303 -20.295 19.038
O12 26.827 -18.385 28.009
O13 32.362 -24.113 21.284
C33 37.926 -22.202 19.907
C34 35.230 -26.170 15.741
H58 32.940 -21.289 28.686
H59 29.455 -18.423 21.130
H60 24.174 -24.842 28.523
H61 36.340 -25.116 34.306
C35 36.341 -28.436 19.841
H62 34.532 -25.895 16.532
H63 26.646 -20.478 28.140
H64 37.099 -26.004 16.780
H65 27.189 -27.057 18.749
H66 24.269 -25.577 17.717
H67 28.829 -30.642 20.365
H68 27.749 -31.327 24.783
H69 24.454 -20.551 28.053
H70 34.422 -23.557 34.657
H71 30.936 -28.724 17.117
O14 29.609 -23.952 24.783
C36 36.623 -29.304 18.754
C37 26.295 -29.687 24.223
C38 24.614 -24.402 30.620
H72 27.103 -19.332 20.710
O15 26.247 -17.695 21.673
C39 26.410 -19.637 27.488
H73 35.883 -25.302 32.610
H74 31.537 -28.725 31.425
C40 34.546 -23.838 33.611
C41 31.484 -22.271 22.709
H75 39.548 -28.874 19.891
H76 32.326 -24.876 28.186
C42 23.609 -24.833 29.455
N5 26.668 -30.281 26.328
H77 31.033 -27.322 19.132
C43 36.613 -25.666 15.865
H78 31.877 -22.206 30.790

***

Question: What is the 2S+1 in the first record?
Answer: 2

***

Question: Which value of calculated total energy does entry 2 give?
Answer: -3112.235845 Ha

***

Question: What is the charge in the second record?
Answer: -2

***

Question: Among the records above, which one has the highest 2S+1?
Answer: C43H77N14O3